# 1
DFT (ωB97M-V/def2-TZVPD) results for the molecule C18H17N3O4 in a non-equilibrium geometry.

Summary:
SMILES = COc1cccc(OCc2cc(C(=O)NCc3ccccn3)no2)c1
Orbital gap = 9.239 eV
HOMO energy = -8.688 eV
E_tot = -1161.29428 Ha
F_max = 1.44 eV/A

The geometry in ORCA input format:
```
! wB97M-V def2-TZVPD RIJCOSX def2/J DEFGRID3
* xyz 0 1
O 2.811 1.186 -2.133
O 1.615 -3.765 -0.266
O -2.613 -3.246 -0.645
O 3.015 -1.244 1.960
N -1.814 -1.199 -1.189
N 0.383 -3.801 -0.819
N -3.559 1.517 -0.551
C 2.920 1.091 2.000
C 2.993 -2.470 1.278
C -0.286 -2.783 -0.349
C 2.957 -0.081 1.242
C 2.812 2.403 -0.017
C -4.558 1.773 1.598
C -4.007 2.279 0.432
C 2.852 1.239 -0.773
C 2.744 2.395 -2.852
C 2.851 2.312 1.367
C 1.702 -2.716 0.565
C -4.642 0.395 1.738
C -3.649 0.201 -0.421
C -3.097 -0.630 -1.553
C 0.516 -2.039 0.558
C 2.930 -0.003 -0.139
C -4.180 -0.409 0.711
C -1.692 -2.468 -0.737
H 3.825 -2.552 0.563
H 1.833 2.953 -2.615
H -3.915 3.345 0.271
H -4.224 -1.486 0.772
H 3.135 -3.231 2.053
H -4.911 2.435 2.373
H -5.064 -0.043 2.632
H 2.946 1.013 3.075
H 3.618 3.025 -2.659
H -3.764 -1.470 -1.766
H 2.823 3.217 1.954
H -2.977 -0.005 -2.440
H 2.751 3.372 -0.483
H -1.019 -0.580 -1.176
H 2.963 -0.874 -0.773
H 2.730 2.111 -3.903
H 0.248 -1.166 1.115
*
```

Just the natural (NBO) charges please, in e? Sure, here they are: O -0.51; O -0.26; O -0.59; O -0.50; N -0.59; N -0.08; N -0.43; C -0.32; C -0.11; C 0.04; C 0.39; C -0.36; C -0.26; C 0.04; C 0.41; C -0.25; C -0.16; C 0.29; C -0.16; C 0.19; C -0.26; C -0.35; C -0.41; C -0.25; C 0.65; H 0.20; H 0.18; H 0.19; H 0.24; H 0.23; H 0.22; H 0.22; H 0.22; H 0.18; H 0.24; H 0.22; H 0.22; H 0.22; H 0.41; H 0.23; H 0.20; H 0.25

# 2
DFT (ωB97M-V/def2-TZVPD) results for a cluster of 2 separate species, C3H12N3O in total in a non-equilibrium geometry.

Summary:
Orbital gap = 10.619 eV
HOMO energy = -13.946 eV
E_tot = -360.77245 Ha
F_max = 2.66 eV/A

The geometry in ORCA input format:
```
! wB97M-V def2-TZVPD RIJCOSX def2/J DEFGRID3
* xyz 1 1
O -2.275 -1.188 -0.036
N 1.800 -0.752 1.438
N 0.481 0.206 -0.169
N 2.623 0.996 0.163
C -0.331 1.310 -0.668
C -3.222 -0.772 -1.034
C 1.593 0.236 0.564
H -0.058 1.548 -1.698
H -1.383 1.190 -0.461
H -0.082 -0.617 -0.027
H 0.003 2.240 -0.188
H 2.748 -0.849 1.768
H -2.847 -0.855 -2.050
H 3.338 1.219 0.816
H -3.568 0.187 -0.659
H 1.183 -1.532 1.585
H -1.829 -2.005 -0.277
H 2.584 1.376 -0.767
H -4.106 -1.414 -0.997
*
```

Just the natural (NBO) charges please, in e? Sure, here they are: O -0.76; N -0.75; N -0.56; N -0.77; C -0.43; C -0.26; C 0.68; H 0.22; H 0.25; H 0.42; H 0.22; H 0.42; H 0.18; H 0.42; H 0.19; H 0.43; H 0.47; H 0.44; H 0.19

Which of these has the lowest E_tot?
C18H17N3O4